1.
{
  "formula": "C32H53BrN8O3P",
  "method": "ωB97M-V/def2-TZVPD",
  "elements": ["O", "C", "O", "C", "C", "C", "C", "C", "C", "P", "O", "Br", "C", "N", "N", "H", "H", "H", "H", "H", "H", "H", "H", "H", "H", "H", "C", "C", "C", "C", "N", "H", "H", "H", "H", "H", "H", "H", "C", "C", "C", "C", "N", "H", "H", "H", "H", "H", "H", "H", "C", "C", "C", "C", "N", "H", "H", "H", "H", "H", "H", "H", "C", "C", "C", "C", "N", "H", "H", "H", "H", "H", "H", "H", "C", "C", "C", "C", "N", "H", "H", "H", "H", "H", "H", "H", "C", "C", "C", "C", "N", "H", "H", "H", "H", "H", "H", "H"],
  "positions_angstrom": [[-3.992, -0.598, -0.046], [-4.361, -1.726, 0.074], [-3.906, -2.728, -0.732], [-5.359, -2.134, 1.116], [-4.899, -3.397, 1.882], [-4.775, -3.137, 3.386], [-3.478, -2.459, 3.686], [-3.356, -1.085, 3.924], [-2.103, -0.616, 4.222], [-1.856, 1.165, 4.618], [-0.540, 1.099, 5.536], [-1.167, 1.946, 2.642], [-1.034, -1.535, 4.262], [-1.141, -2.809, 3.995], [-2.386, -3.209, 3.715], [-2.959, -2.847, -0.578], [-5.425, -1.289, 1.792], [-6.341, -2.279, 0.678], [-5.669, -4.151, 1.765], [-3.975, -3.816, 1.496], [-4.764, -4.098, 3.898], [-5.589, -2.520, 3.748], [-4.213, -0.430, 3.885], [-0.166, 1.996, 5.596], [-0.048, -1.183, 4.528], [-2.477, -4.201, 3.512], [-2.604, 4.097, -1.182], [-1.561, 4.856, -1.995], [-0.213, 4.124, -2.056], [0.356, 3.960, -0.722], [0.870, 3.897, 0.302], [-2.295, 3.991, -0.141], [-3.556, 4.629, -1.189], [-2.773, 3.098, -1.591], [-1.421, 5.850, -1.567], [-1.925, 4.995, -3.014], [0.501, 4.689, -2.657], [-0.329, 3.142, -2.509], [3.916, 2.834, 1.123], [4.480, 1.538, 1.693], [5.997, 1.415, 1.499], [6.333, 1.429, 0.077], [6.564, 1.416, -1.046], [4.071, 2.897, 0.045], [2.846, 2.899, 1.298], [4.393, 3.699, 1.587], [3.986, 0.687, 1.220], [4.259, 1.483, 2.761], [6.370, 0.485, 1.929], [6.514, 2.241, 1.988], [5.900, 0.812, -4.330], [6.878, 0.557, -5.469], [6.966, 1.734, -6.448], [5.670, 2.002, -7.069], [4.654, 2.206, -7.560], [4.884, 0.946, -4.706], [5.886, -0.029, -3.639], [6.176, 1.700, -3.762], [6.583, -0.343, -6.011], [7.872, 0.370, -5.059], [7.686, 1.523, -7.239], [7.292, 2.637, -5.929], [3.147, 5.031, 4.086], [1.628, 5.117, 4.053], [1.006, 5.227, 5.448], [1.336, 4.031, 6.222], [1.628, 3.082, 6.800], [3.487, 4.143, 4.624], [3.541, 4.972, 3.074], [3.581, 5.908, 4.568], [1.223, 4.231, 3.562], [1.334, 5.981, 3.457], [-0.081, 5.303, 5.385], [1.370, 6.110, 5.974], [-2.865, -8.166, -1.653], [-3.928, -8.580, -0.641], [-4.708, -7.385, -0.074], [-3.823, -6.455, 0.621], [-3.125, -5.720, 1.158], [-2.105, -7.530, -1.197], [-2.360, -9.043, -2.053], [-3.308, -7.623, -2.490], [-3.458, -9.127, 0.177], [-4.637, -9.259, -1.114], [-5.467, -7.723, 0.633], [-5.212, -6.842, -0.875], [-0.374, -1.196, -5.321], [-1.510, -1.383, -4.321], [-1.934, -0.075, -3.642], [-0.828, 0.516, -2.896], [0.053, 0.997, -2.338], [0.530, -0.830, -4.833], [-0.127, -2.142, -5.801], [-0.652, -0.486, -6.101], [-1.204, -2.105, -3.559], [-2.379, -1.804, -4.830], [-2.754, -0.247, -2.947], [-2.271, 0.648, -4.387]],
  "mulliken_charge": [-0.5402, 0.3984, -0.4468, -0.6842, 0.0417, -1.6694, 0.5978, -0.2281, 0.4001, 0.0278, -0.3967, -0.0047, -0.2831, -0.9960, 0.5175, 0.3268, 0.3157, 0.3965, 0.5216, 0.1113, 0.4646, 0.4794, 0.4016, 0.1695, 0.5946, 0.3293, -0.8672, -0.5343, 0.0138, 0.1811, -0.4006, 0.2190, 0.3737, 0.1412, 0.2954, 0.3382, 0.3380, -0.1340, -0.8121, -0.4196, -0.6005, 0.3229, -0.4159, 0.4459, 0.1269, 0.1645, 0.3091, 0.3080, 0.3125, 0.2752, -1.1175, -0.4173, -0.4158, 0.2521, -0.4303, 0.3679, 0.3059, 0.3148, 0.2941, 0.3008, 0.2829, 0.2705, -1.0972, -0.0207, -0.4018, 0.2514, -0.5150, 0.3569, 0.1711, 0.3612, -0.0169, 0.3538, 0.3089, 0.3569, -1.1305, -0.4599, -0.4373, 0.3085, -0.4734, 0.3406, 0.3387, 0.3010, 0.3037, 0.3135, 0.3331, 0.2762, -1.2466, -0.4016, -0.1605, 0.2380, -0.5201, 0.3528, 0.3530, 0.3134, 0.2451, 0.3335, 0.1817, 0.3539],
  "max_force_ev_per_a": 1.71,
  "total_charge": 1,
  "mol_weight_g_mol": 708.71,
  "orbital_gap_ha": 0.26931,
  "total_energy_ev": -131431.8559,
  "homo_ha": -0.4422
}

---

2.
{
  "formula": "C32H53BrNO21",
  "method": "ωB97M-V/def2-TZVPD",
  "elements": ["C", "C", "C", "Br", "N", "C", "C", "C", "C", "C", "C", "O", "C", "C", "C", "O", "C", "C", "O", "H", "H", "H", "H", "H", "H", "H", "H", "H", "H", "H", "H", "H", "H", "H", "H", "H", "H", "H", "H", "H", "H", "H", "H", "H", "H", "H", "H", "H", "C", "C", "O", "C", "O", "O", "H", "H", "H", "H", "C", "C", "O", "C", "O", "O", "H", "H", "H", "H", "C", "C", "O", "C", "O", "O", "H", "H", "H", "H", "C", "C", "O", "C", "O", "O", "H", "H", "H", "H", "C", "C", "O", "C", "O", "O", "H", "H", "H", "H", "C", "C", "O", "C", "O", "O", "H", "H", "H", "H"],
  "positions_angstrom": [[-4.531, 0.841, 6.791], [-3.741, 0.255, 5.441], [-4.909, -0.123, 4.359], [-5.757, 1.544, 3.628], [-4.479, -0.988, 3.202], [-5.046, -2.390, 3.415], [-6.635, -2.441, 2.894], [-7.679, -2.863, 4.128], [-9.200, -2.271, 3.781], [-9.526, -0.840, 4.520], [-9.404, 0.471, 3.540], [-10.660, 1.209, 3.329], [-10.318, 2.352, 2.430], [-3.008, -0.953, 2.864], [-2.098, -2.101, 3.629], [-0.701, -1.608, 3.614], [-0.481, -0.611, 4.700], [-0.242, 1.001, 4.447], [-0.527, -1.066, 5.981], [-5.661, 1.125, 6.536], [-3.945, 1.710, 7.313], [-4.613, -0.090, 7.531], [-3.101, 1.147, 5.020], [-3.099, -0.646, 5.824], [-5.751, -0.709, 4.970], [-4.987, -0.613, 2.344], [-4.498, -3.216, 2.750], [-4.951, -2.693, 4.550], [-6.734, -3.166, 1.957], [-7.019, -1.377, 2.531], [-7.660, -4.040, 4.223], [-7.321, -2.298, 5.090], [-9.989, -3.057, 4.197], [-9.369, -2.184, 2.616], [-10.668, -0.894, 4.864], [-8.902, -0.745, 5.530], [-8.649, 1.220, 4.045], [-9.051, 0.075, 2.487], [-11.215, 3.095, 2.266], [-9.389, 2.976, 2.821], [-10.001, 1.965, 1.352], [-2.518, 0.133, 2.941], [-2.932, -1.222, 1.703], [-2.493, -2.404, 4.688], [-2.098, -3.099, 2.980], [-0.182, 1.538, 5.500], [-1.112, 1.531, 3.859], [0.761, 1.237, 3.857], [2.657, 0.458, 1.295], [1.231, 0.114, 1.011], [1.153, 0.190, -0.400], [2.418, 0.002, -0.878], [2.691, -0.163, -2.055], [3.335, 0.021, 0.132], [3.040, -0.054, 2.182], [2.813, 1.536, 1.411], [0.976, -0.903, 1.325], [0.533, 0.816, 1.477], [5.376, 0.766, -3.706], [6.114, -0.342, -3.027], [7.461, -0.105, -3.388], [7.563, 1.221, -3.695], [8.617, 1.805, -3.884], [6.332, 1.808, -3.760], [4.491, 1.081, -3.147], [5.079, 0.507, -4.727], [6.026, -0.295, -1.936], [5.788, -1.328, -3.368], [7.672, 3.489, -1.499], [8.534, 4.494, -0.806], [7.823, 4.767, 0.386], [7.030, 3.683, 0.632], [6.409, 3.504, 1.666], [7.024, 2.825, -0.430], [8.254, 2.784, -2.098], [6.914, 3.957, -2.136], [9.519, 4.092, -0.547], [8.667, 5.406, -1.396], [3.123, 3.083, -5.696], [3.097, 3.805, -7.004], [4.328, 3.442, -7.600], [4.709, 2.260, -7.035], [5.636, 1.574, -7.433], [3.918, 1.945, -5.968], [2.124, 2.788, -5.363], [3.603, 3.669, -4.905], [2.278, 3.470, -7.650], [3.031, 4.889, -6.880], [7.072, -4.457, -5.964], [7.934, -3.452, -5.271], [7.223, -3.180, -4.079], [6.430, -4.263, -3.833], [5.809, -4.442, -2.799], [6.424, -5.121, -4.895], [7.654, -5.163, -6.563], [6.314, -3.989, -6.601], [8.919, -3.854, -5.012], [8.067, -2.541, -5.861], [0.407, -0.501, -3.955], [-0.399, -1.541, -3.246], [-1.486, -1.764, -4.124], [-1.072, -1.394, -5.371], [-1.696, -1.610, -6.396], [0.131, -0.751, -5.321], [1.478, -0.595, -3.753], [0.086, 0.516, -3.710], [0.151, -2.480, -3.118], [-0.752, -1.199, -2.270]],
  "mulliken_charge": [-0.9840, 0.4448, -0.7563, -0.0277, 0.2424, -0.5705, -0.3967, -0.4159, -0.7451, -0.4562, -0.1240, -0.4028, -0.5430, -0.5194, -0.3797, -0.3300, 0.7397, -0.8403, -0.5309, 0.2858, 0.3223, 0.2947, 0.0505, -0.0037, 0.2451, 0.5752, 0.3181, 0.4217, 0.3864, -0.0010, 0.3432, 0.1404, 0.3248, 0.3479, 0.3081, 0.2888, 0.0498, 0.2414, 0.2694, 0.1919, 0.2406, 0.1898, 0.3011, 0.3871, 0.3173, 0.3299, 0.2253, 0.2130, -0.4643, 0.1287, -0.3490, 0.4733, -0.4128, -0.2956, 0.3254, 0.3212, 0.0997, 0.1118, -0.1622, 0.2037, -0.3517, 0.6107, -0.6563, -0.3131, 0.1491, 0.2065, 0.2129, 0.0911, 0.0587, -0.3696, -0.3164, 0.5858, -0.5904, -0.2243, 0.0546, 0.2019, 0.2640, 0.3221, -0.2295, -0.4194, -0.3302, 0.5762, -0.5647, -0.0613, 0.2389, 0.2134, 0.2856, 0.3183, -0.3488, -0.3001, -0.2404, 0.6419, -0.5691, -0.3214, 0.3070, 0.2626, 0.2496, 0.3151, 0.2185, -0.0840, -0.3458, 0.5647, -0.5555, -0.3158, 0.0084, 0.1400, 0.2972, 0.1239],
  "max_force_ev_per_a": 9.22,
  "total_charge": 1,
  "mol_weight_g_mol": 867.67,
  "orbital_gap_ha": 0.31841,
  "total_energy_ev": -148558.5456,
  "homo_ha": -0.4431
}